A:
Here is C7H13NO3 in the gas phase from OMol25. Energies are from ωB97M-V/def2-TZVPD.

Geometry (Å):
C: 1.3110 1.7618 0.6864
C: 1.0797 0.9152 -0.5292
C: 0.3797 -0.3643 -0.1793
C: 1.3273 -1.5000 0.2555
C: -0.2629 -0.7624 -1.5096
C: -0.7991 -0.1614 0.8543
O: -1.3866 -1.4800 1.2419
N: -1.9019 0.6062 0.3781
O: -2.0459 1.9315 0.4054
C: -2.7475 0.1496 -0.4205
O: -3.7200 -0.1759 -0.9208
H: 2.1627 2.4730 0.4570
H: 0.4225 2.4416 0.8346
H: 1.4257 1.2941 1.7340
H: 2.0401 0.6393 -1.0774
H: 0.3142 1.5431 -1.1334
H: 2.2476 -1.1766 -0.1818
H: 1.0803 -2.4182 -0.1516
H: 1.5194 -1.5218 1.2853
H: 0.5784 -1.0644 -2.2505
H: -0.7287 0.1073 -1.8783
H: -0.9804 -1.5115 -1.3671
H: -0.5185 0.3258 1.7108
H: -0.7973 -2.0522 1.7563

Calculated values
SMILES: CCC(C)(C)[C@H](O)[N+]([O-])=C=O
Charge: 0

natural (NBO) atomic charge list, values in e, 6 entries: C -0.65; C -0.42; C -0.06; C -0.61; C -0.61; C 0.25

B:
Here is C7H13NO3 in the gas phase from OMol25. Energies are from ωB97M-V/def2-TZVPD.

Geometry (Å):
C: -1.5625 1.4435 0.0241
C: 0.9220 1.3112 0.1235
C: -0.5658 -0.8598 0.2314
C: 1.5163 1.3641 1.5036
C: 1.8352 1.4020 -1.0704
C: -0.2588 -1.7042 -0.9156
C: -2.9936 -0.5166 -0.1018
N: -1.6004 0.0358 0.1774
O: -2.4666 2.2043 0.2288
O: -0.3133 1.9111 -0.1181
O: -0.0823 -1.2674 1.3592
H: 2.4111 1.9446 1.5422
H: 1.5032 0.3428 1.9357
H: 0.8656 1.8901 2.1023
H: 2.7393 0.7116 -0.9693
H: 2.2007 2.4874 -1.3076
H: 1.1232 1.1038 -1.9979
H: 0.4319 -2.4244 -0.5202
H: 0.1363 -1.1897 -1.7972
H: -1.1018 -2.3844 -1.3333
H: -2.9968 -1.5205 0.2866
H: -3.8970 -0.0916 0.5012
H: -3.1511 -0.4955 -1.2478
H: -0.3337 -0.6697 2.0775

Calculated values
Charge: 0

natural (NBO) atomic charge list, values in e, 6 entries: C 0.91; C 0.30; C 0.48; C -0.70; C -0.69; C -0.69

B takes first place; second place is 0.0335 hartree up.

A:
Here is a gas-phase ion, C4H10NS2 (charge +1) from OMol25. Energies are from ωB97M-V/def2-TZVPD.

Geometry (Å):
C: -2.0287 -0.3785 0.5037
C: -1.5407 -1.4319 -0.5327
C: 0.9607 -0.6101 -0.1976
C: 2.9935 1.1862 0.1682
N: -1.3922 0.9473 0.1864
S: 0.1610 -2.0649 -0.4752
S: 2.6721 -0.5961 -0.2353
H: -3.0811 -0.4250 0.7129
H: -1.5452 -0.7589 1.4921
H: -2.2661 -2.2184 -0.5070
H: -1.4837 -1.1238 -1.6230
H: 0.2949 0.2361 0.0586
H: 3.8615 1.1760 0.7612
H: 2.0554 1.5864 0.6202
H: 3.1664 1.6172 -0.7900
H: -1.1794 1.0614 -0.8065
H: -1.6484 1.7973 0.6642

Calculated values
Spin multiplicity: 3
Charge: +1
<S²>: 2.007

Mulliken atomic charge list, values in e, 6 entries: C -0.50; C -0.65; C 0.03; C -0.80; N -0.58; S 0.14

B:
Here is a gas-phase ion, C4H10NS2 (charge +1) from OMol25. Energies are from ωB97M-V/def2-TZVPD.

Geometry (Å):
C: -0.8155 -1.1266 -1.2534
C: 1.4343 0.3208 -0.8055
C: -0.4494 -0.6824 0.1549
C: 0.5299 1.2351 1.3320
N: 0.2351 0.5468 0.0547
S: 0.8450 -0.7860 -2.1959
S: -2.0770 -0.5450 1.0496
H: -0.9590 -2.1623 -1.4125
H: -1.8125 -0.6053 -1.5896
H: 1.7228 1.3588 -1.0877
H: 2.3318 -0.0613 -0.1449
H: 0.2569 -1.3542 0.7576
H: 1.4017 0.8970 1.8566
H: 0.7240 2.2798 1.1455
H: -0.1871 1.1904 2.1692
H: -0.4882 1.1264 -0.4777
H: -2.6929 -1.6321 0.4472

Calculated values
Spin multiplicity: 3
Charge: +1
<S²>: 2.005

natural (NBO) atomic charge list, values in e, 6 entries: C -0.70; C -0.51; C -0.19; C -0.46; N -0.40; S 0.57

A takes first place; second place is 0.0688 hartree up.